Formula: C74H155N9O8
Source: the Open Molecules 2025 dataset
Level of theory: ωB97M-V/def2-TZVPD

Each line ends with the Löwdin charge.
Atoms and positions in Å:
H (17.193, 17.506, 21.437)  0.114
N (17.332, 24.622, 12.737)  -0.105
H (10.325, 19.684, 15.481)  0.085
H (15.590, 26.844, 18.959)  0.061
H (11.415, 14.459, 15.589)  0.084
H (16.947, 10.739, 18.730)  0.110
C (17.222, 25.062, 9.849)  -0.192
H (10.481, 15.899, 17.596)  0.061
H (16.937, 21.904, 15.358)  0.067
H (19.515, 27.969, 18.826)  0.118
C (20.259, 14.056, 19.240)  -0.036
H (18.254, 14.350, 16.823)  0.076
H (18.698, 14.101, 25.483)  0.077
H (25.424, 22.193, 16.337)  0.079
C (24.588, 22.677, 16.842)  -0.019
H (24.673, 22.368, 17.884)  0.079
H (21.037, 24.269, 14.394)  0.105
H (17.700, 17.264, 14.983)  0.092
C (18.210, 19.497, 14.854)  -0.112
C (24.414, 24.937, 14.479)  -0.039
H (8.942, 18.479, 15.281)  0.080
H (20.278, 26.399, 21.446)  0.059
C (23.910, 15.024, 18.943)  -0.033
H (12.129, 19.290, 16.693)  0.111
H (22.263, 20.328, 15.617)  0.083
H (17.640, 23.210, 19.933)  0.065
H (16.216, 12.830, 17.463)  0.085
C (19.048, 10.392, 19.235)  -0.168
C (13.626, 17.008, 16.368)  -0.122
C (17.712, 25.155, 18.179)  -0.163
H (26.015, 18.986, 18.290)  0.108
H (18.535, 21.997, 16.069)  0.076
H (20.928, 17.264, 18.130)  0.066
H (25.009, 19.314, 22.637)  0.072
C (16.299, 15.089, 23.128)  -0.165
H (17.991, 24.433, 14.456)  0.078
C (9.910, 16.705, 17.134)  -0.037
H (22.519, 20.663, 17.316)  0.066
H (16.108, 23.191, 19.007)  0.090
H (18.937, 17.749, 13.793)  0.106
H (18.259, 22.102, 12.741)  0.093
H (16.255, 18.330, 16.498)  0.056
H (24.367, 25.424, 15.453)  0.065
N (11.441, 17.148, 15.199)  -0.103
H (22.393, 15.818, 21.093)  0.068
H (14.048, 17.877, 15.863)  0.083
H (22.352, 18.414, 22.414)  0.056
C (18.788, 11.047, 15.853)  -0.023
C (20.416, 23.183, 21.863)  -0.050
H (17.574, 16.514, 16.830)  0.056
H (18.837, 13.721, 23.817)  0.050
H (15.881, 19.843, 17.303)  0.087
C (16.697, 12.231, 16.689)  -0.045
H (16.129, 15.452, 20.994)  0.117
N (23.815, 16.767, 20.608)  -0.122
C (17.891, 10.625, 18.198)  -0.108
C (17.514, 28.279, 20.302)  -0.010
H (17.628, 14.614, 21.487)  0.094
H (23.104, 15.468, 18.359)  0.063
H (20.151, 26.335, 19.079)  0.113
H (21.629, 12.590, 17.032)  0.083
H (22.178, 12.124, 18.643)  0.084
H (17.400, 28.741, 19.322)  0.070
C (19.536, 27.196, 21.395)  -0.053
H (18.562, 26.450, 14.131)  0.053
C (21.341, 12.072, 17.947)  -0.023
C (20.053, 12.655, 18.577)  -0.413
H (15.146, 26.123, 20.414)  0.078
C (18.693, 16.911, 23.000)  -0.431
H (25.046, 19.896, 20.429)  0.109
H (17.687, 25.143, 8.866)  0.108
H (18.613, 16.242, 18.305)  0.053
O (18.065, 19.849, 18.625)  -0.043
H (26.501, 18.298, 19.860)  0.107
O (10.576, 16.692, 14.176)  -0.011
C (24.538, 19.066, 19.939)  -0.141
C (24.729, 16.124, 19.713)  -0.472
C (17.931, 26.094, 10.749)  -0.124
N (18.805, 12.876, 17.673)  -0.130
H (12.737, 16.840, 18.441)  0.102
H (19.852, 9.837, 18.750)  0.100
H (17.578, 19.817, 14.025)  0.095
H (26.529, 16.196, 21.057)  0.059
H (17.402, 13.156, 24.530)  0.074
H (18.245, 10.202, 15.429)  0.081
C (17.757, 16.632, 21.762)  -0.124
H (16.800, 22.973, 9.715)  0.123
H (14.833, 25.293, 18.805)  0.085
H (15.782, 16.467, 25.672)  0.081
H (17.864, 9.701, 17.621)  0.102
H (22.321, 23.300, 17.869)  0.113
O (17.090, 24.465, 14.127)  -0.013
H (14.833, 24.209, 11.125)  0.072
H (15.347, 15.591, 23.300)  0.121
C (16.682, 23.706, 19.777)  -0.049
C (26.032, 15.533, 20.349)  -0.015
H (21.769, 18.730, 20.891)  0.058
C (20.231, 22.388, 20.689)  -0.241
C (16.842, 23.476, 11.844)  -0.474
H (16.152, 23.605, 20.725)  0.086
O (17.152, 25.623, 21.815)  -0.013
C (24.909, 18.258, 22.384)  -0.024
C (12.627, 16.289, 15.401)  -0.482
C (17.168, 15.281, 24.333)  -0.452
H (22.860, 19.936, 21.900)  0.083
C (18.473, 27.002, 20.303)  -0.451
C (16.140, 26.711, 12.383)  -0.034
H (17.728, 25.065, 22.343)  0.092
C (18.103, 13.989, 24.577)  -0.009
C (19.102, 18.095, 17.251)  -0.424
H (14.880, 23.626, 12.849)  0.091
H (20.891, 14.680, 18.609)  0.060
H (16.507, 28.022, 20.632)  0.064
H (25.908, 14.571, 20.847)  0.078
C (19.640, 17.758, 15.823)  -0.148
C (17.471, 25.988, 12.249)  -0.485
N (17.774, 25.693, 20.554)  -0.099
C (19.241, 26.924, 18.966)  -0.122
H (26.074, 16.765, 18.077)  0.111
H (17.118, 24.996, 17.278)  0.134
H (18.825, 20.274, 19.030)  0.002
H (24.369, 25.762, 13.768)  0.076
C (11.802, 18.428, 17.276)  -0.138
H (18.388, 23.355, 10.296)  0.120
C (22.921, 23.969, 12.578)  -0.027
O (23.206, 15.978, 21.577)  -0.002
H (14.340, 15.449, 14.276)  0.082
H (13.716, 18.254, 18.163)  0.100
C (18.283, 26.436, 17.868)  -0.220
C (12.978, 17.600, 17.698)  -0.161
C (10.699, 17.749, 16.327)  -0.484
H (13.100, 14.139, 15.770)  0.074
H (18.677, 9.818, 20.084)  0.108
C (21.928, 24.737, 14.813)  -0.118
H (19.837, 10.799, 16.013)  0.062
C (23.978, 18.194, 21.094)  -0.411
N (17.901, 16.541, 24.209)  -0.126
C (19.952, 16.002, 22.836)  -0.031
C (22.913, 20.852, 16.318)  -0.032
C (12.337, 14.887, 15.984)  -0.039
H (19.078, 27.170, 22.383)  0.081
C (25.683, 18.401, 19.147)  -0.186
H (9.191, 16.247, 16.455)  0.085
H (20.562, 16.358, 22.006)  0.057
H (19.646, 26.480, 12.774)  0.067
H (25.943, 17.949, 22.228)  0.059
H (16.032, 11.432, 16.361)  0.089
H (13.683, 17.077, 13.745)  0.081
H (23.809, 19.450, 19.225)  0.104
H (20.521, 11.517, 20.293)  0.117
H (11.265, 18.779, 18.157)  0.117
O (19.032, 13.798, 16.713)  -0.026
C (18.113, 16.966, 17.662)  -0.022
H (21.488, 23.284, 22.030)  0.090
H (20.001, 16.730, 15.807)  0.119
C (16.928, 25.149, 19.496)  -0.504
C (9.753, 18.857, 15.903)  -0.050
H (16.208, 25.431, 9.697)  0.101
H (23.880, 20.349, 16.319)  0.076
H (19.308, 14.573, 19.371)  0.056
H (20.868, 24.888, 16.675)  0.089
C (20.398, 18.215, 18.179)  -0.008
H (20.012, 18.519, 23.649)  0.070
C (21.869, 24.587, 16.363)  -0.159
H (18.385, 17.813, 25.578)  0.099
H (10.996, 17.136, 13.435)  0.098
C (18.542, 17.930, 14.793)  -0.137
H (20.464, 18.434, 15.593)  0.105
H (20.641, 14.138, 20.257)  0.070
H (9.076, 19.300, 16.633)  0.085
H (20.511, 15.966, 23.771)  0.093
H (15.464, 26.074, 11.814)  0.053
H (22.008, 25.772, 14.479)  0.107
H (19.603, 18.739, 22.049)  0.064
H (18.436, 16.443, 20.931)  0.086
H (17.976, 27.120, 10.385)  0.123
H (24.540, 17.653, 23.212)  0.080
C (18.086, 11.716, 17.094)  -0.477
H (21.016, 19.020, 17.780)  0.059
O (24.346, 22.005, 14.084)  -0.021
H (24.688, 23.762, 16.826)  0.066
H (24.476, 14.449, 18.210)  0.088
H (18.957, 25.728, 10.756)  0.103
H (18.332, 19.037, 23.333)  0.083
H (12.250, 14.924, 17.069)  0.062
H (16.064, 27.549, 11.690)  0.082
H (20.203, 28.032, 21.185)  0.089
H (17.100, 21.242, 11.700)  0.097
H (18.568, 24.486, 18.262)  0.123
H (20.012, 24.196, 21.886)  0.058
C (16.273, 19.413, 16.381)  -0.048
H (19.077, 20.093, 14.568)  0.108
H (22.263, 23.125, 12.374)  0.076
H (14.944, 22.557, 11.527)  0.079
O (18.538, 16.880, 25.408)  -0.019
H (20.096, 22.652, 22.759)  0.092
H (22.609, 25.156, 16.926)  0.101
H (19.763, 14.968, 22.547)  0.054
C (18.622, 26.703, 13.072)  -0.020
H (24.016, 21.154, 13.788)  0.103
C (13.463, 16.074, 14.110)  -0.039
N (20.023, 21.752, 19.763)  0.198
H (21.225, 22.551, 16.740)  0.106
H (18.491, 27.785, 13.051)  0.081
N (23.287, 22.646, 14.721)  -0.116
H (14.465, 16.349, 16.589)  0.110
H (18.889, 12.213, 20.369)  0.114
C (17.645, 20.005, 16.184)  -0.501
C (22.643, 18.942, 21.506)  -0.032
H (16.534, 21.861, 13.059)  0.065
C (16.886, 15.359, 21.772)  -0.167
H (17.249, 17.337, 18.214)  0.075
C (17.341, 23.645, 10.380)  -0.129
C (19.609, 11.705, 19.727)  -0.160
H (18.883, 11.750, 15.025)  0.072
H (15.385, 14.815, 25.570)  0.071
H (21.135, 11.089, 17.525)  0.056
H (15.567, 19.681, 15.594)  0.088
C (17.551, 21.543, 16.183)  -0.013
H (16.817, 12.924, 15.857)  0.072
C (19.153, 18.410, 22.986)  -0.024
H (26.827, 15.382, 19.618)  0.076
H (24.479, 17.298, 17.757)  0.118
H (17.878, 29.102, 20.916)  0.074
C (25.165, 17.094, 18.580)  -0.152
H (25.365, 24.423, 14.338)  0.082
C (15.526, 25.861, 19.426)  -0.009
H (20.204, 18.442, 19.227)  0.052
H (9.377, 17.129, 17.985)  0.082
H (12.877, 15.622, 13.310)  0.076
N (18.490, 19.458, 17.284)  -0.073
H (16.018, 14.046, 22.977)  0.117
C (16.246, 15.483, 25.613)  -0.035
C (17.264, 22.138, 12.298)  -0.070
C (22.136, 23.146, 16.806)  -0.151
C (15.299, 23.537, 11.846)  -0.039
H (15.675, 26.879, 13.355)  0.091
H (23.807, 23.973, 11.943)  0.073
C (23.231, 22.326, 16.164)  -0.503
H (16.605, 15.186, 26.598)  0.073
H (18.766, 26.452, 16.891)  0.105
H (23.428, 14.348, 19.649)  0.064
H (17.497, 27.188, 17.797)  0.107
H (17.157, 21.938, 17.120)  0.066
C (23.194, 24.021, 14.148)  -0.437
H (22.421, 24.865, 12.211)  0.066

Output
Orbital gap ... 7.912 eV
Calculated total energy ... -4006.72528 Ha
LUMO energy ... 0.0072 Eh
HOMO ... -7.716 eV